Record 1
{"formula": "C9H19N3OS3Sb2Se4Tc", "method": "ωB97M-V with the def2-TZVPD basis set", "species": ["Tc", "S", "Sb", "S", "S", "Se", "Sb", "Se", "Se", "Se", "C", "C", "O", "H", "H", "H", "H", "H", "H", "C", "C", "N", "C", "N", "C", "C", "C", "N", "C", "H", "H", "H", "H", "H", "H", "H", "H", "H", "H", "H", "H", "H"], "xyz": [[0.0770, 1.0997, -0.7756], [-1.2408, -0.3382, -2.2388], [-0.3415, -0.9067, -4.2928], [1.6621, 0.4935, -4.0085], [1.4938, 1.7713, -2.4580], [-0.4028, 5.6446, 2.3863], [-1.0610, 3.8506, 4.0903], [0.9150, 2.5580, 0.9213], [-0.4045, 1.6599, 2.6024], [-2.6364, 4.8674, 2.3580], [-3.3617, 3.9720, -1.9805], [-2.5163, 2.7154, -2.0894], [-1.3782, 2.7745, -1.2144], [-4.2134, 3.8899, -2.6520], [-2.7929, 4.8562, -2.2660], [-3.7275, 4.1023, -0.9634], [-2.1587, 2.5819, -3.1196], [-3.0846, 1.8324, -1.7911], [-1.0623, 3.6916, -1.2422], [-0.5104, -3.9119, 1.1733], [-1.3903, -2.6719, 1.1832], [-0.6376, -1.5391, 0.6766], [0.6969, -1.4823, 0.5401], [1.2029, -0.3924, -0.0844], [2.6484, -0.2288, -0.0245], [3.3806, -1.5575, -0.0922], [2.8969, -2.4309, 1.0491], [1.4443, -2.4568, 1.0595], [0.8197, -3.5375, 1.8070], [-0.3446, -4.2615, 0.1532], [-0.9719, -4.7211, 1.7358], [-1.7290, -2.4545, 2.2021], [-2.2673, -2.8173, 0.5522], [-1.1776, -0.8034, 0.2340], [2.9046, 0.3014, 0.9038], [2.9554, 0.4090, -0.8560], [4.4529, -1.3885, -0.0205], [3.1698, -2.0413, -1.0467], [3.2627, -2.0617, 2.0147], [3.2625, -3.4525, 0.9277], [0.6688, -3.2270, 2.8465], [1.4984, -4.3903, 1.8011]], "charge": 2, "energy_ha": -11955.00381, "largest_force_ha_per_bohr": 0.0366, "multiplicity": 2, "e_homo_ev": [-13.2, -13.2], "orbital_gap_ev": [5.3693, 4.8860]}

=====

Record 2
{"formula": "C9H19N5O", "method": "ωB97M-V with the def2-TZVPD basis set", "species": ["H", "N", "C", "N", "C", "N", "C", "C", "C", "C", "C", "C", "C", "N", "N", "O", "H", "H", "H", "H", "H", "H", "H", "H", "H", "H", "H", "H", "H", "H", "H", "H", "H", "H"], "xyz": [[-3.3948, -2.6870, 1.8019], [-3.4880, -1.8044, 1.2890], [-2.6099, -1.2003, 0.6809], [-1.2495, -1.0410, 0.6706], [-0.4998, -0.1654, -0.2451], [0.9067, -0.2074, 0.1263], [1.6958, -1.3444, -0.5156], [3.1715, -1.3371, -0.0718], [3.8096, -0.0222, -0.1893], [2.9694, 0.9716, 0.6202], [1.6020, 1.1180, 0.0548], [-1.2223, 1.2152, -0.2334], [-2.6727, 1.0345, -0.5125], [-3.4880, 2.0193, -0.9439], [-3.1911, -0.1317, -0.1202], [-4.5697, -0.2410, -0.3624], [-0.9277, -1.9272, 0.8404], [-0.6225, -0.3959, -1.3113], [0.7774, -0.3779, 1.1536], [1.6200, -1.1883, -1.6540], [1.2767, -2.3097, -0.1119], [3.7784, -2.1759, -0.6551], [3.1823, -1.8979, 0.9111], [4.7747, 0.0649, 0.3073], [3.8850, 0.3379, -1.1390], [2.9909, 0.7046, 1.6278], [3.4737, 1.9874, 0.4891], [0.9525, 1.8089, 0.7001], [1.5209, 1.5945, -0.9415], [-0.7408, 1.9285, -0.8899], [-1.1238, 1.7928, 0.7864], [-3.0195, 2.8420, -1.3073], [-4.5474, 1.7971, -1.1956], [-5.0202, -0.7625, 0.3404]], "charge": 2, "energy_ha": -702.66955, "largest_force_ha_per_bohr": 0.0842, "e_homo_ev": -17.3, "orbital_gap_ev": 10.4875}

=====

Record 3
{"formula": "C9H19N5O2", "method": "ωB97M-V with the def2-TZVPD basis set", "species": ["H", "N", "C", "N", "N", "C", "C", "C", "C", "C", "C", "N", "O", "C", "O", "C", "N", "H", "H", "H", "H", "H", "H", "H", "H", "H", "H", "H", "H", "H", "H", "H", "H", "H", "H"], "xyz": [[-3.1866, 2.1308, 2.7753], [-3.2928, 1.0735, 2.7116], [-3.1965, 0.7091, 1.3616], [-3.2716, -0.7669, 1.0804], [-2.9790, 1.8406, 0.3979], [-3.1123, 1.4757, -1.0488], [-1.9194, 0.5655, -1.6894], [-0.4235, 0.8017, -1.0713], [0.1317, -0.6749, -0.5928], [1.6136, -0.6605, 0.1040], [1.7952, -2.1141, 0.8823], [0.9093, -3.2167, 0.3460], [2.7066, -0.5924, -0.8891], [3.7224, 0.4039, -0.5138], [4.3335, 0.1897, 0.8092], [5.2275, 1.3729, 1.0042], [6.0574, 2.3156, 1.3210], [-3.5766, -1.0048, 0.1151], [-2.4343, -1.3012, 1.3952], [-2.1575, 2.4402, 0.6202], [-3.2109, 2.4740, -1.6751], [-4.1324, 0.8818, -1.2265], [-2.1574, -0.5803, -1.6607], [-1.8529, 0.8596, -2.8448], [-0.3351, 1.6427, -0.2640], [0.2924, 1.1364, -1.9663], [-0.6272, -1.0777, 0.2010], [0.0819, -1.3977, -1.5234], [1.7205, 0.1966, 0.9253], [1.5074, -1.9322, 2.0068], [2.9126, -2.5171, 0.8084], [0.9782, -3.3298, -0.6907], [-0.0776, -3.1490, 0.6806], [4.6025, 0.2920, -1.3102], [3.3509, 1.5130, -0.5794]], "energy_ha": -778.30827, "largest_force_ha_per_bohr": 0.2219, "e_homo_ev": -9.2, "orbital_gap_ev": 9.4588}

=====

Record 4
{"formula": "C9H19NO", "method": "ωB97M-V with the def2-TZVPD basis set", "species": ["C", "C", "C", "C", "N", "C", "C", "C", "C", "C", "O", "H", "H", "H", "H", "H", "H", "H", "H", "H", "H", "H", "H", "H", "H", "H", "H", "H", "H", "H"], "xyz": [[-0.2173, -0.5259, -4.5533], [-0.5641, 0.3816, -3.3802], [0.6843, 0.9552, -2.7166], [0.3333, 1.8118, -1.4990], [-0.4178, 1.0589, -0.5079], [0.3850, 0.1330, 0.2665], [-0.4642, -0.5423, 1.3495], [-0.6971, 0.3488, 2.5819], [0.3328, -0.1764, 3.5804], [0.3692, -1.6565, 3.2105], [0.2135, -1.7086, 1.8072], [0.3879, -1.3662, -4.2201], [-1.1210, -0.9168, -5.0151], [0.3445, 0.0210, -5.3082], [-1.1947, 1.2029, -3.7277], [-1.1277, -0.1758, -2.6315], [1.2329, 1.5758, -3.4290], [1.3421, 0.1390, -2.4149], [1.2632, 2.2357, -1.0769], [-0.2981, 2.6422, -1.8261], [-0.8824, 1.7055, 0.1223], [0.7513, -0.6519, -0.3983], [1.2623, 0.6164, 0.7344], [-1.4146, -0.8433, 0.8881], [-1.7063, 0.2047, 2.9688], [-0.5597, 1.4043, 2.3549], [1.3072, 0.2786, 3.3995], [0.0488, -0.0106, 4.6169], [-0.4577, -2.1945, 3.6985], [1.3096, -2.1503, 3.4630]], "energy_ha": -484.30235, "largest_force_ha_per_bohr": 0.0100, "e_homo_ev": -8.8, "orbital_gap_ev": 9.8722}

=====

Record 5
{"formula": "C9H19NOTl", "method": "ωB97M-V with the def2-TZVPD basis set", "species": ["Tl", "C", "C", "C", "C", "C", "C", "N", "O", "C", "C", "C", "H", "H", "H", "H", "H", "H", "H", "H", "H", "H", "H", "H", "H", "H", "H", "H", "H", "H", "H"], "xyz": [[-9.8116, 29.0636, 18.0045], [-12.4693, 30.9677, 19.9091], [-13.0781, 31.7654, 18.7276], [-12.8094, 33.2751, 19.0086], [-12.9691, 34.2667, 17.8752], [-12.2357, 33.6532, 16.6755], [-12.5812, 32.2111, 16.3138], [-12.4331, 31.3767, 17.4772], [-12.5810, 30.0303, 17.2019], [-14.0911, 32.2287, 15.7883], [-11.6669, 31.7300, 15.1375], [-14.6117, 31.5892, 18.8991], [-12.7662, 29.9213, 19.9001], [-12.8498, 31.4872, 20.7870], [-11.3898, 31.1245, 19.9693], [-13.5317, 33.6421, 19.7576], [-11.8592, 33.4906, 19.5142], [-12.7191, 35.2898, 18.1831], [-14.0013, 34.4858, 17.5328], [-11.2056, 33.7608, 17.0491], [-12.2666, 34.2512, 15.7636], [-14.4207, 31.2009, 15.5685], [-14.8075, 32.5489, 16.5394], [-14.2806, 32.7522, 14.8504], [-10.6269, 31.9902, 15.3227], [-11.7209, 30.6476, 15.0326], [-12.1034, 32.1784, 14.2493], [-14.9008, 30.5921, 18.5311], [-15.1652, 32.4376, 18.5037], [-14.9860, 31.4095, 19.9104], [-13.4668, 30.0253, 16.7584]], "charge": 3, "energy_ha": -655.41863, "largest_force_ha_per_bohr": 0.1116, "e_homo_ev": -22.5, "orbital_gap_ev": 5.3763}

=====

Record 6
{"formula": "C9H19O6P", "method": "ωB97M-V with the def2-TZVPD basis set", "species": ["C", "C", "C", "C", "O", "P", "O", "O", "O", "C", "C", "C", "O", "C", "C", "O", "H", "H", "H", "H", "H", "H", "H", "H", "H", "H", "H", "H", "H", "H", "H", "H", "H", "H", "H"], "xyz": [[1.0508, 3.1417, 1.1186], [-0.4342, 3.5104, 0.9578], [-1.1403, 2.6888, -0.1113], [-1.7845, 3.5765, -1.1741], [-2.2317, 1.8997, 0.4374], [-1.7930, 0.6178, 1.2160], [-1.1797, 0.8780, 2.5132], [-3.1727, -0.1431, 1.2961], [-0.8943, -0.2016, 0.2113], [-0.0216, -1.1935, 0.7855], [-0.2616, -2.5369, 0.1470], [0.1459, -2.5858, -1.3061], [1.4972, -2.1551, -1.4760], [2.3264, -3.1620, -1.9052], [2.9507, -4.0109, -0.8405], [2.5675, -3.3266, -3.0954], [1.4004, 2.5509, 0.2804], [1.6789, 4.0192, 1.1524], [1.2086, 2.5299, 1.9920], [-0.4761, 4.5671, 0.7447], [-0.8968, 3.3709, 1.9206], [-0.4510, 2.0355, -0.6198], [-2.7759, 3.8268, -0.8285], [-1.2345, 4.4961, -1.2902], [-1.8420, 3.0650, -2.1230], [-3.0804, -0.8672, 1.9205], [0.9868, -0.9019, 0.5414], [-0.1349, -1.2875, 1.8547], [0.3907, -3.2166, 0.6858], [-1.2717, -2.8961, 0.2998], [0.0581, -3.6144, -1.6412], [-0.5310, -2.0102, -1.9224], [3.2409, -4.9598, -1.2536], [3.8304, -3.5061, -0.4680], [2.2746, -4.1986, -0.0200]], "energy_ha": -1147.22790, "largest_force_ha_per_bohr": 0.0519, "e_homo_ev": -10.6, "orbital_gap_ev": 11.1060}

=====

- Which formula does entry 5 have?
  C9H19NOTl

=====

Copy entry 3 word for word.
{"formula": "C9H19N5O2", "method": "ωB97M-V with the def2-TZVPD basis set", "species": ["H", "N", "C", "N", "N", "C", "C", "C", "C", "C", "C", "N", "O", "C", "O", "C", "N", "H", "H", "H", "H", "H", "H", "H", "H", "H", "H", "H", "H", "H", "H", "H", "H", "H", "H"], "xyz": [[-3.1866, 2.1308, 2.7753], [-3.2928, 1.0735, 2.7116], [-3.1965, 0.7091, 1.3616], [-3.2716, -0.7669, 1.0804], [-2.9790, 1.8406, 0.3979], [-3.1123, 1.4757, -1.0488], [-1.9194, 0.5655, -1.6894], [-0.4235, 0.8017, -1.0713], [0.1317, -0.6749, -0.5928], [1.6136, -0.6605, 0.1040], [1.7952, -2.1141, 0.8823], [0.9093, -3.2167, 0.3460], [2.7066, -0.5924, -0.8891], [3.7224, 0.4039, -0.5138], [4.3335, 0.1897, 0.8092], [5.2275, 1.3729, 1.0042], [6.0574, 2.3156, 1.3210], [-3.5766, -1.0048, 0.1151], [-2.4343, -1.3012, 1.3952], [-2.1575, 2.4402, 0.6202], [-3.2109, 2.4740, -1.6751], [-4.1324, 0.8818, -1.2265], [-2.1574, -0.5803, -1.6607], [-1.8529, 0.8596, -2.8448], [-0.3351, 1.6427, -0.2640], [0.2924, 1.1364, -1.9663], [-0.6272, -1.0777, 0.2010], [0.0819, -1.3977, -1.5234], [1.7205, 0.1966, 0.9253], [1.5074, -1.9322, 2.0068], [2.9126, -2.5171, 0.8084], [0.9782, -3.3298, -0.6907], [-0.0776, -3.1490, 0.6806], [4.6025, 0.2920, -1.3102], [3.3509, 1.5130, -0.5794]], "energy_ha": -778.30827, "largest_force_ha_per_bohr": 0.2219, "e_homo_ev": -9.2, "orbital_gap_ev": 9.4588}